Computed, not measured: C13H26N2O2 as an isolated structure, with ωB97M-V/def2-TZVPD.

Element x y z (Å)
C  5.439  1.853  0.222
H  5.206  1.903  1.254
H  5.844  0.699  0.116
H  6.151  2.523  -0.218
C  4.123  1.864  -0.821
C  4.436  1.757  -2.140
H  4.809  0.873  -2.271
H  5.212  2.259  -2.529
H  3.584  1.700  -2.688
C  3.559  3.323  -0.443
H  4.412  4.014  -0.661
H  3.617  3.453  0.650
H  2.589  3.389  -1.120
C  3.213  0.849  0.059
C  1.910  0.642  -0.853
O  1.396  1.731  -1.437
N  1.184  -0.366  -0.659
H  1.708  -1.028  0.058
C  -0.069  -0.925  -0.995
C  -1.029  -0.875  0.151
C  -2.383  -1.282  -0.572
N  -3.340  -1.123  0.674
C  -4.751  -0.992  0.153
C  -5.721  -0.771  1.328
O  -5.648  -2.382  1.957
C  -4.535  -2.441  2.456
C  -3.540  -2.422  1.131
H  -2.439  -2.797  1.818
H  -3.706  -3.213  0.645
H  -4.602  -3.274  2.981
H  -4.103  -1.692  3.179
H  -6.736  -0.847  0.758
H  -5.488  -0.086  1.906
H  -4.808  0.013  -0.619
H  -5.116  -1.736  -0.723
H  -2.408  -2.242  -0.897
H  -2.680  -0.567  -1.276
H  -1.132  0.155  0.819
H  -0.706  -1.785  0.740
H  -0.182  0.109  -1.585
H  -0.110  -1.566  -1.631
H  3.802  0.104  0.121
H  3.039  1.198  0.963

* energy relative to the best compared isomer or geometry (same formula, charge and spin): 376.0 kcal/mol
* net charge: 0
* multiplicity: 1

***

Computed, not measured: a 5-piece molecular cluster, C37H58BF5N5O16 overall, with ωB97M-V/def2-TZVPD.

Element x y z (Å)
C  5.058  -2.544  2.536
C  4.133  -1.544  2.122
C  2.919  -0.399  1.997
N  1.595  -0.829  1.635
C  1.191  -0.796  0.199
N  0.957  0.426  -0.456
C  0.985  1.780  0.277
C  2.361  2.638  0.074
C  2.046  4.153  -0.494
C  2.804  4.451  -1.919
C  0.710  0.524  -1.950
F  0.645  1.951  -2.452
F  -0.520  -0.088  -2.460
C  1.961  -0.115  -2.863
F  1.579  -1.450  -3.419
F  3.258  -0.126  -2.123
N  1.150  -2.147  -0.510
C  0.564  -3.268  0.343
C  -1.074  -3.502  0.073
C  -1.813  -2.294  -0.730
C  -3.470  -2.515  -0.790
C  -4.062  -1.050  -1.330
N  1.124  -4.543  -0.270
C  1.141  -4.552  -1.777
C  2.466  -4.979  0.158
C  2.617  -6.570  0.660
O  3.611  -4.276  0.230
C  0.807  -3.106  1.958
C  0.194  -4.286  2.901
C  1.350  -5.076  3.807
N  0.987  -6.268  4.423
C  0.659  -1.553  2.562
C  1.320  -1.409  4.083
C  0.440  -1.941  5.336
C  1.375  -1.650  6.697
F  0.964  -2.602  7.785
O  -0.552  -0.848  2.323
B  -1.839  -1.251  2.723
O  -2.361  -2.035  3.859
O  -2.965  -0.743  1.847
H  6.115  -3.026  2.811
H  3.337  0.256  1.082
H  3.062  0.354  2.915
H  0.065  2.475  -0.036
H  0.841  1.660  1.456
H  3.097  2.105  -0.677
H  2.882  2.789  1.132
H  2.453  4.951  0.283
H  0.911  4.389  -0.651
H  2.458  5.499  -2.352
H  2.561  3.653  -2.757
H  3.975  4.486  -1.823
H  2.144  0.583  -3.815
H  2.193  -2.297  -0.675
H  -1.694  -3.676  1.049
H  -1.295  -4.490  -0.562
H  -1.471  -2.386  -1.871
H  -1.528  -1.241  -0.298
H  -3.683  -3.282  -1.677
H  -3.924  -2.847  0.235
H  -3.506  -0.166  -0.752
H  -5.233  -0.973  -1.247
H  -3.765  -0.886  -2.474
H  1.174  -5.679  -2.169
H  2.192  -4.092  -2.105
H  0.324  -3.901  -2.301
H  3.679  -6.773  1.161
H  1.739  -6.812  1.425
H  2.435  -7.228  -0.296
H  1.984  -3.244  2.143
H  -0.246  -5.130  2.179
H  -0.676  -3.987  3.614
H  2.451  -4.681  3.907
H  -0.026  -6.437  4.188
H  1.460  -0.243  4.309
H  2.355  -2.000  4.183
H  0.205  -3.080  5.385
H  -0.483  -1.228  5.463
H  2.526  -1.872  6.475
H  1.293  -0.540  7.057
H  -3.233  -1.631  4.208
H  -3.679  -1.448  1.891
C  -0.155  -3.545  -5.767
C  0.424  -2.201  -6.073
O  0.966  -2.368  -7.369
C  0.293  -3.404  -7.951
O  0.385  -3.711  -9.128
O  -0.497  -4.050  -7.044
H  -1.038  -3.481  -5.126
H  0.574  -4.219  -5.304
H  -0.337  -1.415  -6.107
H  1.203  -1.912  -5.362
C  -0.962  2.427  -5.143
C  -1.745  3.698  -5.077
O  -2.425  3.726  -6.318
C  -2.511  2.434  -6.752
O  -3.182  2.071  -7.704
O  -1.749  1.603  -5.983
H  -0.833  1.967  -4.159
H  0.021  2.565  -5.603
H  -2.484  3.693  -4.269
H  -1.104  4.577  -4.966
C  -1.233  6.556  0.649
C  -1.887  7.683  -0.084
O  -0.811  8.290  -0.773
C  0.158  7.339  -0.913
O  1.154  7.467  -1.606
O  -0.132  6.227  -0.177
H  -1.898  5.697  0.769
H  -0.860  6.858  1.633
H  -2.624  7.334  -0.815
H  -2.367  8.396  0.592
C  -3.749  5.106  5.241
C  -3.170  6.449  4.935
O  -2.628  6.282  3.639
C  -3.301  5.247  3.058
O  -3.210  4.940  1.881
O  -4.091  4.601  3.964
H  -4.632  5.170  5.882
H  -3.021  4.432  5.704
H  -3.932  7.235  4.902
H  -2.392  6.738  5.647

* net charge: +1
* energy: -93761.2867 eV
* multiplicity: 1

***

Computed, not measured: one molecule with the formula C6H8S, with ωB97M-V/def2-TZVPD.

Element x y z (Å)
S  2.459  -1.435  1.374
C  0.680  -1.580  0.777
C  0.113  -0.942  -0.449
C  -0.206  -0.515  0.772
C  -0.624  0.881  0.821
C  -1.083  1.091  -0.625
C  -0.196  0.088  -1.435
H  2.687  -0.158  1.054
H  0.413  -2.863  1.018
H  -1.323  0.963  1.566
H  0.269  1.540  0.935
H  -1.166  2.141  -1.032
H  -2.058  0.661  -0.713
H  0.754  0.575  -1.746
H  -0.720  -0.446  -2.319

* energy relative to the best compared isomer or geometry (same formula, charge and spin): 100.0 kcal/mol
* net charge: 0
* SMILES string: SC1C2=C1CCC2
* multiplicity: 1